Molecular formula: C33H74O21
Method: DFT, ωB97M-V with the def2-TZVPD basis set

XYZ file:
```
128
Properties=species:S:1:pos:R:3:mulliken_charge:R:1
C -6.76 -1.36 3.36 -0.850
O -5.43 -1.68 2.77 -0.326
C -4.33 -1.01 3.42 -0.215
C -3.99 0.42 2.93 1.108
O -3.19 0.97 3.95 -0.452
C -3.03 2.34 3.82 -1.056
C -2.00 2.82 2.80 0.265
O -2.68 3.25 1.59 -0.495
C -1.76 3.68 0.51 -1.754
H -7.01 -0.30 3.26 0.345
H -6.92 -1.70 4.38 0.256
H -7.41 -1.87 2.65 0.348
H -3.48 -1.57 3.04 -0.427
H -4.22 -1.25 4.47 0.525
H -4.87 0.97 2.61 0.555
H -3.47 0.41 1.98 -0.459
H -2.83 2.67 4.84 0.430
H -4.01 2.78 3.68 0.365
H -1.23 2.05 2.67 0.220
H -1.42 3.63 3.23 0.596
H -1.04 2.89 0.29 0.601
H -1.22 4.62 0.53 0.520
H -2.37 3.79 -0.39 -0.013
C 0.22 -3.96 2.23 -1.014
O -0.42 -2.78 1.72 -0.183
C -1.72 -2.47 2.28 -2.157
C -2.48 -1.57 1.42 0.738
O -2.12 -0.23 1.58 -0.006
C -0.73 0.08 1.16 0.226
C -0.35 0.23 -0.31 1.108
O -1.18 1.09 -1.11 -1.067
C -2.49 0.54 -1.52 0.454
H 0.61 -3.97 3.25 0.337
H 1.05 -4.11 1.54 0.363
H -0.41 -4.85 2.20 0.335
H -1.59 -2.20 3.33 0.414
H -2.29 -3.39 2.47 0.738
H -3.52 -1.67 1.72 -1.089
H -2.43 -1.82 0.36 0.535
H 0.10 -0.50 1.56 1.327
H -0.53 1.11 1.45 -2.947
H -0.34 -0.77 -0.75 -0.416
H 0.70 0.48 -0.47 0.808
H -2.33 -0.45 -1.95 -0.131
H -3.01 1.28 -2.12 -1.158
H -3.13 0.27 -0.67 -0.462
C 1.32 -1.69 0.64 -1.731
O 2.39 -2.53 0.22 -0.488
C 3.63 -2.21 0.70 0.595
C 4.88 -3.11 0.31 -0.929
O 6.10 -2.50 0.58 -0.309
C 6.47 -2.32 1.94 -0.303
C 7.69 -1.48 1.94 -1.022
O 7.69 -0.15 1.44 -0.264
C 8.49 0.72 2.23 -0.982
H 0.34 -1.86 0.19 0.040
H 1.45 -0.61 0.54 0.818
H 1.08 -1.89 1.69 0.780
H 3.60 -2.19 1.79 0.165
H 3.99 -1.22 0.39 -0.097
H 4.89 -3.44 -0.73 0.299
H 4.91 -4.08 0.81 0.372
H 6.70 -3.29 2.37 0.571
H 5.78 -1.83 2.62 0.227
H 8.47 -2.04 1.41 0.427
H 8.20 -1.57 2.90 0.494
H 8.46 1.76 1.90 0.307
H 9.49 0.40 1.94 0.375
H 8.22 0.75 3.29 0.392
C 3.90 0.62 -4.50 -0.887
O 3.15 1.86 -4.09 -0.455
C 3.09 1.99 -2.66 -0.193
C 2.30 3.24 -2.09 -0.245
O 1.00 3.24 -2.52 -0.544
C 0.24 2.38 -1.67 1.212
C -1.12 2.41 -2.28 0.205
O -1.95 3.51 -1.87 -0.645
C -3.33 3.29 -2.21 -0.909
H 3.33 -0.23 -4.15 0.327
H 4.92 0.55 -4.13 0.300
H 3.94 0.69 -5.59 0.254
H 4.12 1.93 -2.32 0.539
H 2.68 1.06 -2.26 0.097
H 2.68 4.16 -2.54 0.446
H 2.43 3.36 -1.02 0.080
H 0.16 2.72 -0.64 -0.601
H 0.61 1.37 -1.55 -0.002
H -1.60 1.47 -2.03 -0.554
H -1.10 2.35 -3.37 0.835
H -3.89 4.15 -2.57 0.312
H -3.75 3.05 -1.23 0.218
H -3.60 2.44 -2.83 0.498
C 0.54 0.66 -5.64 -0.354
O -0.50 0.11 -4.90 -0.219
C -1.81 0.32 -5.48 0.422
O -2.04 0.90 -6.51 -0.559
O -2.82 -0.07 -4.59 -0.582
C -2.53 -0.85 -3.37 0.471
H 1.55 0.50 -5.27 -0.143
H 0.50 1.75 -5.70 0.350
H 0.58 0.20 -6.63 0.411
H -1.71 -0.41 -2.80 0.181
H -2.28 -1.84 -3.74 0.877
H -3.34 -0.97 -2.65 0.325
C 5.45 0.33 1.35 -1.210
O 4.18 0.71 0.77 -0.282
C 3.20 1.19 1.62 0.450
O 3.32 1.21 2.82 -0.673
O 2.07 1.53 0.95 0.351
C 0.99 2.20 1.59 -0.800
H 6.16 1.15 1.47 0.366
H 5.82 -0.34 0.58 0.559
H 5.40 -0.13 2.33 0.413
H 0.34 2.63 0.84 0.737
H 1.29 3.01 2.26 0.530
H 0.36 1.40 2.00 1.595
C -5.90 -1.97 0.73 -1.103
O -5.58 -1.80 -0.68 -0.395
C -4.40 -2.27 -1.23 1.013
O -3.52 -2.75 -0.51 -0.607
O -4.39 -2.05 -2.53 -0.415
C -3.30 -2.54 -3.25 -0.917
H -5.12 -2.14 1.47 0.917
H -6.73 -2.64 0.92 0.187
H -6.29 -1.05 1.16 0.376
H -2.42 -2.12 -2.77 0.035
H -3.36 -2.38 -4.32 0.310
H -3.14 -3.60 -3.05 0.528
```

Computed properties:
Frontier orbital gap   0.2596 Eh
E_HOMO   -0.243 Ha
Energy   -78374.4386 eV
Charge   0

=====

Molecular formula: C33H75BBr2F4NO19P
Method: DFT, ωB97M-V with the def2-TZVPD basis set

XYZ file:
```
136
Properties=species:S:1:pos:R:3:mulliken_charge:R:1
N 3.46 6.81 -0.89 -0.527
B 2.28 5.87 -1.08 0.628
O 2.52 4.62 -1.89 -0.557
P 0.53 6.13 -0.36 0.461
F 1.05 5.80 1.29 -0.278
Br 0.12 3.89 -0.74 -0.366
Br -0.13 6.71 -2.50 -0.369
C -1.31 6.27 0.24 -1.015
O -2.16 5.81 -0.87 0.052
C -3.37 6.63 -1.04 0.652
F -3.06 8.07 -1.31 -0.216
F -4.23 6.42 0.16 -0.257
F -4.05 6.12 -2.28 -0.240
C 0.79 7.98 -0.01 0.281
O 1.65 8.49 0.92 -0.702
O -0.04 8.96 -0.79 -0.700
H 4.19 6.45 -1.58 0.239
H 3.86 6.54 0.06 0.233
H 2.41 4.88 -2.85 0.250
H -1.56 7.35 0.63 0.352
H -1.51 5.53 1.15 0.106
C 2.29 2.17 2.93 -0.629
O 2.57 3.16 3.90 -0.336
C 1.67 4.27 3.83 -0.272
C 1.66 5.04 5.15 -0.354
O 0.85 4.41 6.15 -0.500
C 1.40 3.23 6.75 -0.289
C 2.56 3.52 7.71 -0.613
O 3.77 3.74 6.98 -0.192
C 4.71 4.48 7.72 -0.822
H 2.39 2.58 1.92 0.305
H 3.00 1.35 3.05 0.231
H 1.28 1.77 3.08 0.243
H 0.66 3.92 3.60 0.305
H 2.02 4.92 3.02 0.231
H 1.19 6.01 4.96 0.385
H 2.67 5.24 5.52 0.139
H 1.67 2.50 5.98 0.107
H 0.58 2.79 7.33 0.401
H 2.72 2.66 8.36 0.420
H 2.31 4.40 8.32 0.350
H 4.32 5.48 7.96 0.333
H 5.61 4.61 7.11 0.233
H 4.98 3.96 8.64 0.314
C -5.24 -0.87 1.42 -0.786
O -4.52 -0.67 0.22 -0.217
C -4.25 0.71 -0.03 -0.643
C -3.08 0.85 -1.00 -0.384
O -1.80 0.68 -0.38 -0.346
C -1.46 -0.67 -0.03 -0.335
C -1.10 -1.53 -1.25 -0.542
O -2.29 -1.98 -1.90 -0.242
C -2.05 -2.33 -3.26 -0.770
H -6.21 -0.36 1.38 0.311
H -5.41 -1.94 1.55 0.225
H -4.66 -0.51 2.27 0.327
H -4.00 1.22 0.91 0.365
H -5.15 1.16 -0.46 0.395
H -3.08 1.88 -1.38 0.424
H -3.18 0.20 -1.87 0.127
H -2.24 -1.13 0.58 0.168
H -0.56 -0.59 0.60 0.273
H -0.55 -2.42 -0.92 0.375
H -0.48 -0.95 -1.94 0.378
H -1.71 -1.45 -3.82 0.334
H -3.00 -2.66 -3.70 0.229
H -1.32 -3.14 -3.33 0.285
C 1.21 -6.93 4.00 -0.743
O 1.80 -5.65 4.11 -0.277
C 2.71 -5.38 3.04 0.063
C 2.93 -3.87 2.89 -0.534
O 1.86 -3.21 2.20 -0.423
C 0.64 -3.05 2.95 -0.371
C 0.75 -1.98 4.04 -0.380
O 1.40 -2.51 5.19 -0.308
C 1.97 -1.49 6.00 -0.784
H 1.97 -7.71 4.03 0.311
H 0.52 -7.06 4.84 0.262
H 0.62 -7.00 3.07 0.272
H 2.31 -5.78 2.09 -0.232
H 3.66 -5.87 3.27 0.486
H 3.81 -3.72 2.27 0.449
H 3.13 -3.39 3.85 0.146
H 0.30 -4.00 3.34 0.168
H -0.10 -2.72 2.22 0.287
H -0.26 -1.67 4.34 0.496
H 1.29 -1.11 3.65 0.181
H 2.73 -0.94 5.44 0.317
H 2.45 -1.96 6.86 0.306
H 1.19 -0.80 6.36 0.305
C -4.75 4.50 -10.09 -0.785
O -4.69 3.83 -8.84 -0.231
C -3.54 2.99 -8.73 -0.582
C -3.22 2.70 -7.26 -0.360
O -2.54 3.78 -6.61 -0.465
C -3.33 4.93 -6.30 -0.474
C -4.30 4.70 -5.14 -0.416
O -5.46 3.99 -5.58 -0.301
C -6.12 3.32 -4.52 -0.654
H -4.81 3.78 -10.91 0.315
H -5.64 5.13 -10.09 0.226
H -3.87 5.15 -10.21 0.328
H -2.67 3.47 -9.20 0.349
H -3.76 2.05 -9.25 0.413
H -2.53 1.85 -7.23 0.396
H -4.11 2.40 -6.70 0.139
H -3.85 5.30 -7.19 0.160
H -2.62 5.70 -6.00 0.456
H -4.63 5.66 -4.74 0.379
H -3.79 4.13 -4.35 0.316
H -5.46 2.57 -4.08 0.223
H -6.99 2.81 -4.93 0.269
H -6.45 4.03 -3.76 0.317
C 4.91 -10.38 -3.30 -0.780
O 4.01 -10.14 -2.23 -0.242
C 4.66 -10.15 -0.96 -0.603
C 3.82 -9.41 0.08 -0.362
O 3.95 -7.98 -0.01 -0.459
C 3.29 -7.37 -1.12 -0.483
C 1.77 -7.32 -0.96 -0.232
O 1.20 -8.58 -1.30 -0.286
C -0.08 -8.77 -0.71 -0.730
H 5.37 -11.37 -3.20 0.317
H 4.35 -10.35 -4.23 0.230
H 5.68 -9.61 -3.33 0.330
H 5.65 -9.68 -1.03 0.349
H 4.78 -11.20 -0.66 0.417
H 4.20 -9.67 1.07 0.396
H 2.77 -9.71 0.05 0.171
H 3.59 -7.82 -2.06 0.206
H 3.66 -6.33 -1.13 0.457
H 1.35 -6.57 -1.64 0.439
H 1.52 -7.05 0.08 0.035
H 0.00 -8.75 0.38 0.272
H -0.46 -9.75 -1.01 0.246
H -0.78 -8.00 -1.05 0.329
```

Computed properties:
Frontier orbital gap   0.1205 Eh
E_HOMO   -0.021 Ha
Energy   -236740.5497 eV
ΔE to the lowest compared entry with this formula, charge and spin   105.3 kcal/mol
Charge   -2

=====

Molecular formula: C33H75F3N3O10Y
Method: DFT, ωB97M-V with the def2-TZVPD basis set

XYZ file:
```
125
Properties=species:S:1:pos:R:3:mulliken_charge:R:1
Y -1.84 3.59 2.01 1.391
C -0.38 0.24 1.54 -1.201
C 0.45 1.29 0.77 0.978
O 0.10 2.61 1.00 -0.556
H -0.34 -0.73 1.04 0.555
H -1.43 0.51 1.66 0.394
H 0.06 0.17 2.54 0.055
H 0.51 1.09 -0.32 -0.856
H 1.51 1.13 1.06 0.265
O -1.53 5.29 0.41 -0.910
H -0.78 5.09 -0.15 0.270
C -4.29 0.95 2.51 0.851
O -4.01 0.53 1.15 0.021
O -3.36 1.82 2.89 -0.753
C -5.75 1.29 2.85 0.897
F -5.90 1.63 4.13 -0.266
F -6.14 2.37 2.13 -0.291
F -6.62 0.32 2.58 -0.248
C -4.83 -0.47 0.59 -0.305
C -4.15 -1.00 -0.65 -1.285
H -4.59 -1.82 -1.19 0.561
H -4.09 -0.21 -1.41 0.265
H -3.09 -1.12 -0.39 0.206
H -5.82 -0.08 0.33 0.378
H -5.05 -1.31 1.26 0.144
H -4.06 -0.01 3.00 -0.902
O 1.79 5.00 -0.53 -0.681
H 2.15 4.20 -0.94 0.288
H 1.23 4.66 0.18 0.301
O -0.61 2.58 3.86 -0.468
H -0.50 2.71 4.81 0.254
H -0.16 1.75 3.66 0.246
O -2.56 2.62 -0.09 -0.054
H -2.80 1.68 -0.15 0.145
H -3.08 3.07 -0.76 0.231
C 4.94 2.37 1.10 -1.956
C 5.61 2.15 -0.27 1.639
C 5.34 0.69 -0.66 -1.032
C 5.72 0.36 -2.12 -0.878
C 5.07 1.45 -3.00 -0.972
C 5.32 2.90 -2.67 1.802
N 5.01 3.09 -1.22 0.725
O 5.24 4.42 -0.80 -0.523
C 6.73 3.33 -3.04 -1.812
C 4.32 3.80 -3.43 -1.710
C 7.13 2.36 -0.08 -1.795
H 5.10 1.60 1.85 0.391
H 3.87 2.57 0.98 0.303
H 5.31 3.37 1.33 0.534
H 5.79 -0.01 0.05 0.519
H 4.26 0.50 -0.66 0.028
H 5.24 -0.53 -2.51 0.478
H 6.80 0.31 -2.29 0.354
H 3.99 1.27 -2.95 0.061
H 5.36 1.21 -4.03 0.369
H 7.48 2.59 -2.74 0.288
H 6.91 3.49 -4.11 0.424
H 6.92 4.32 -2.62 0.388
H 3.31 3.43 -3.21 0.099
H 4.41 4.88 -3.34 0.395
H 4.46 3.60 -4.50 0.443
H 7.40 3.42 -0.06 0.324
H 7.68 1.85 -0.87 0.315
H 7.47 1.82 0.80 0.481
H 4.41 4.64 -0.36 0.378
C -0.79 2.24 -3.08 -2.297
C -0.42 1.01 -3.91 2.014
C -0.27 -0.10 -2.84 -0.363
C -0.55 -1.54 -3.38 -1.133
C -1.84 -1.61 -4.20 -1.032
C -1.94 -0.55 -5.32 1.366
N -1.54 0.75 -4.81 0.791
O -1.98 1.85 -5.56 -0.512
C -1.08 -0.98 -6.51 -1.783
C -3.45 -0.47 -5.63 -1.888
C 0.92 1.04 -4.66 -1.756
H 0.05 2.54 -2.44 0.199
H -1.69 2.15 -2.47 0.562
H -1.06 3.13 -3.67 0.594
H 0.65 -0.03 -2.27 0.415
H -1.12 -0.05 -2.15 -0.332
H -0.45 -2.21 -2.52 0.512
H 0.30 -1.93 -3.98 0.424
H -2.69 -1.71 -3.52 0.160
H -1.75 -2.60 -4.67 0.466
H -1.49 -1.87 -7.00 0.453
H -1.00 -0.17 -7.23 0.321
H -0.12 -1.23 -6.07 0.368
H -3.60 0.29 -6.39 0.427
H -3.88 -1.41 -5.98 0.393
H -4.01 -0.17 -4.74 0.366
H 0.80 1.26 -5.72 0.348
H 1.45 0.09 -4.56 0.351
H 1.61 1.82 -4.34 0.239
H -2.65 2.25 -4.99 0.325
C 0.12 -6.04 4.34 -1.905
C -0.71 -4.86 4.90 1.636
C 0.01 -3.62 4.40 -1.361
C -0.83 -2.35 4.46 -0.345
C -2.15 -2.61 3.62 -0.503
C -2.93 -3.78 4.25 1.908
N -2.08 -4.94 4.41 0.377
O -2.77 -6.05 4.89 -0.518
C -3.63 -3.29 5.53 -1.620
C -4.07 -4.08 3.25 -2.054
C -0.71 -4.91 6.44 -1.728
H -0.09 -6.96 4.90 0.425
H 1.20 -5.88 4.39 0.339
H -0.12 -6.33 3.31 0.441
H 0.95 -3.45 4.93 0.507
H 0.30 -3.84 3.37 0.444
H -0.40 -1.45 4.04 -0.095
H -1.20 -2.21 5.47 0.353
H -1.87 -2.83 2.59 0.555
H -2.74 -1.69 3.62 -0.590
H -4.40 -3.93 5.96 0.412
H -2.99 -3.18 6.41 0.293
H -4.10 -2.31 5.42 0.329
H -4.59 -3.16 3.00 0.290
H -3.77 -4.61 2.34 0.386
H -4.75 -4.77 3.76 0.522
H 0.34 -4.92 6.74 0.460
H -1.19 -5.78 6.87 0.366
H -1.03 -4.01 6.98 0.344
H -2.89 -6.61 4.12 0.350
```

Computed properties:
Frontier orbital gap   0.2574 Eh
E_HOMO   -0.294 Ha
Energy   -69575.6887 eV
Charge   0

=====

Question: Among the records above, which one has the highest energy?
Answer: C33H75F3N3O10Y

=====

Question: Among the records above, which one has the lowest frontier orbital gap?
Answer: C33H75BBr2F4NO19P